{"formula": "C32H65Cl3N", "method": "the ωB97M-V functional and the def2-TZVPD basis", "elements": ["H", "H", "H", "C", "H", "C", "H", "H", "H", "H", "H", "H", "C", "C", "Cl", "C", "H", "Cl", "C", "H", "C", "H", "C", "H", "H", "C", "H", "Cl", "C", "H", "C", "H", "C", "H", "C", "H", "C", "C", "C", "H", "H", "H", "H", "H", "H", "H", "H", "H", "C", "C", "H", "H", "H", "C", "H", "H", "H", "H", "H", "H", "H", "H", "C", "H", "H", "H", "H", "H", "C", "C", "C", "N", "C", "C", "H", "H", "C", "C", "C", "H", "C", "H", "H", "H", "H", "H", "H", "H", "H", "H", "H", "C", "H", "H", "C", "H", "H", "H", "C", "H", "H"], "positions_angstrom": [[5.2415, 6.6457, -2.8291], [-5.3572, -4.6344, 2.8138], [5.7525, 7.1472, -1.2316], [-6.3019, -6.0271, 4.1473], [2.9605, 7.5980, -2.4203], [4.9255, 3.7881, 1.7537], [-7.7820, -6.1634, 1.7289], [5.5553, 9.5196, -1.8184], [4.2218, 8.8645, -5.8425], [3.9993, 8.0846, 0.4240], [1.5109, 0.8191, -2.4394], [-8.9887, -5.0505, 3.9901], [1.7991, 3.7150, 1.9477], [0.5476, -4.3431, -3.7265], [2.5735, -3.0836, 0.5923], [4.7409, 9.3129, -3.7974], [-8.2868, -5.4298, 6.9531], [-3.0178, -3.5386, -2.6140], [3.9718, 4.0669, 0.5883], [3.6975, 9.4679, -3.5005], [-8.4642, -4.8160, 6.0650], [2.4484, -2.5755, -1.9312], [-1.4835, -2.8598, -3.3981], [4.4418, 4.7898, -0.0903], [2.0036, 4.7575, 0.0746], [-8.7671, -5.6855, 4.8552], [5.8517, 3.3608, 1.3489], [1.7219, -5.6954, -1.5546], [-2.2665, -6.2123, 2.0781], [0.8763, 2.4584, 0.4444], [4.7969, 8.4169, -5.0243], [0.6216, -0.3988, -0.4332], [-0.5598, -4.4755, 0.9387], [-9.6807, -6.2587, 5.0579], [1.6878, -0.7736, -0.7358], [3.8501, 3.1460, 0.0063], [5.5610, 8.7738, -2.6217], [5.2763, 5.0355, 2.5488], [5.0966, 7.4213, -2.0681], [-6.7681, -5.0259, 0.8369], [-1.4751, -4.7806, -4.1876], [-1.7656, -2.8619, -0.1587], [4.5045, 3.0296, 2.4233], [-7.4777, -7.3250, 5.3915], [-0.6830, -5.0777, -1.9011], [0.8760, 1.7693, 2.0765], [0.4910, -5.0272, 0.9141], [-5.8967, -5.4899, 5.0126], [-7.6413, -6.6703, 4.5262], [3.6420, 7.3777, -1.5918], [3.2243, 0.7636, -1.5962], [-7.0259, -4.2304, 3.1646], [5.7431, 5.7893, 1.9078], [1.7637, -2.4222, -0.9837], [-2.6350, -5.1526, -0.0261], [4.3937, 5.4781, 3.0177], [0.8626, 4.2262, 2.2013], [4.3719, 7.4299, -4.8243], [-6.0823, -6.5577, 1.4041], [6.6087, 8.6781, -2.9336], [0.8318, -5.3732, -4.2296], [-0.7004, -4.1457, 2.0775], [-0.4641, -2.0772, -2.3719], [3.5342, 9.3657, -0.7129], [-1.3770, -6.1919, 2.8456], [2.3662, 1.7798, 1.1296], [2.7056, 5.5981, 1.4404], [-3.2429, -5.7081, 2.4817], [-0.6198, -3.0961, 0.0570], [3.3625, 8.3223, -0.4344], [-1.7530, -5.5562, 0.6300], [-0.8208, -3.9425, -4.2373], [0.3698, -4.5519, -2.0782], [0.3126, -3.1089, -1.3064], [2.3960, -0.5041, 0.1872], [-0.8266, -3.6541, -5.2582], [-6.3542, -5.0693, 2.9537], [-2.3304, -0.7545, -5.5019], [1.4646, 2.3531, 1.3618], [-1.2382, -6.4657, 0.0592], [2.5930, 4.6059, 0.9882], [-9.3129, -4.1554, 6.2744], [2.7911, -0.6190, -2.8394], [-0.2508, -2.1858, 0.7356], [2.3188, 8.2318, -0.1173], [-5.5840, -6.8283, 3.9284], [3.4123, 6.3544, -1.2712], [-2.5218, -7.3613, 1.8874], [5.1331, 10.3012, -4.0692], [0.3143, -1.5035, -3.0709], [-2.7532, -0.0814, -6.3831], [2.3465, 0.0815, -2.0120], [-1.1062, -1.2957, -1.7491], [2.3419, 3.5876, 2.8904], [-6.7731, -5.7476, 1.6598], [-7.9751, -7.3264, 3.7139], [5.9838, 4.7853, 3.3471], [5.8278, 8.2876, -5.3672], [-1.9876, -1.7022, -4.4952], [1.3676, -3.5524, -3.9971], [-7.5877, -4.1841, 5.8999]], "charge": 1, "e_tot_ha": -2693.011531, "homo_lumo_gap_ev": 8.69, "e_homo_ev": -12.10}

=====

{"formula": "C32H65IO20P", "method": "the ωB97M-V functional and the def2-TZVPD basis", "elements": ["C", "H", "O", "C", "C", "O", "C", "C", "C", "C", "H", "C", "O", "C", "I", "H", "H", "C", "C", "O", "H", "O", "H", "H", "H", "C", "H", "H", "O", "O", "H", "C", "H", "C", "H", "C", "C", "H", "H", "H", "H", "O", "C", "H", "H", "H", "H", "H", "C", "H", "C", "H", "H", "O", "H", "H", "H", "C", "H", "O", "H", "C", "O", "O", "O", "H", "H", "H", "H", "H", "C", "H", "C", "C", "C", "H", "H", "C", "H", "H", "H", "H", "C", "H", "H", "H", "H", "H", "H", "H", "O", "H", "O", "H", "P", "H", "H", "H", "H", "C", "H", "O", "H", "C", "H", "O", "O", "C", "H", "H", "C", "H", "O", "H", "H", "O", "H", "H", "C"], "positions_angstrom": [[-8.9193, 1.3325, 2.5690], [1.4463, 6.4728, -1.4214], [2.5676, 0.5264, 5.5518], [-1.7003, -0.9990, 0.2835], [-3.5786, -3.2511, -3.3379], [-2.6296, -1.9814, -0.2437], [1.2279, 4.0995, -6.0987], [-8.3992, -6.5742, 2.2506], [2.0927, 3.6783, -1.1144], [-6.6416, -5.0356, 2.4074], [2.1724, 3.8509, -6.5870], [4.1344, 1.9030, 1.8840], [5.3967, -3.9883, -5.1949], [0.6528, 5.7614, -1.2208], [3.4263, 5.3534, -3.7965], [-5.6534, -4.9787, 1.9551], [3.1998, 2.8861, -4.6583], [2.5110, 3.3985, -3.9896], [-6.5639, -4.7446, 3.8896], [-9.2293, -5.7413, 2.5116], [-2.5970, -3.4422, -3.7658], [-3.4839, -3.0464, -1.9246], [-1.6079, -1.2563, 1.3375], [0.4011, 3.7567, -6.7233], [1.8274, 0.6636, 7.4204], [2.4379, 0.9547, 4.2828], [-0.7297, -1.1393, -0.1904], [4.3910, -2.2378, -4.6672], [5.4575, -5.9444, -4.2818], [-7.6731, -0.1634, 0.7383], [3.9263, 2.5121, -2.2550], [-7.1450, 0.0103, 1.8069], [-2.2364, 0.6843, -0.9490], [2.4015, -0.1886, -1.5006], [6.2481, -6.3996, -2.4212], [7.2721, 7.8363, 3.6339], [3.3291, 0.6521, 2.1291], [2.0285, 2.2346, 6.6019], [-5.2566, -0.8343, 0.2555], [6.1595, -2.1787, -4.4811], [3.8289, -5.9234, -2.0565], [-7.0885, -6.3800, 2.1481], [6.9834, 5.4556, 1.7249], [8.7017, 6.2301, 3.4010], [1.9205, 3.1202, -0.1897], [1.1884, 5.1885, -6.0517], [-0.3219, 6.1709, -0.9717], [-5.9067, -2.2595, 1.0980], [5.3417, -2.5575, -5.0896], [7.9100, 8.4603, 4.2616], [-10.0395, 0.3330, 2.7547], [0.6813, 1.1695, 6.1497], [-7.5547, -4.7656, 4.3416], [-7.6324, 0.7404, 2.8122], [-4.2232, -4.1155, -3.4674], [0.8446, 2.4466, -4.7868], [-7.2968, -4.3304, 1.8964], [2.0017, -0.1191, -2.9766], [0.4569, 4.0385, -4.0779], [-8.6496, -7.8635, 2.0064], [-4.0200, -2.3787, -3.8176], [1.1672, 3.4871, -4.6959], [6.7894, 5.5168, 3.0500], [6.0705, 4.6487, 1.2116], [-1.8836, -1.4974, -2.3173], [4.2080, 2.0628, 0.8086], [-5.9416, -5.4873, 4.3900], [-4.3524, -1.5597, 1.5957], [-1.4947, 1.1043, 0.5970], [-10.0912, -9.2507, 1.7618], [-2.1876, 0.4205, 0.1062], [-10.3518, -8.1712, 3.1563], [5.4704, -4.6287, -4.0332], [1.7179, 1.1973, 6.4801], [-2.5926, -2.1135, -1.5702], [1.0838, 2.0979, -2.5333], [5.4059, 3.7268, -0.4702], [-10.0278, -8.2269, 2.1180], [-8.9906, 2.1391, 3.2964], [7.1134, 4.2361, -0.5453], [5.4354, -2.1811, -6.1035], [7.3616, 8.1744, 2.6027], [0.8255, 4.4398, -1.3232], [2.9222, 4.3595, -0.9076], [0.9134, 0.0066, -3.0744], [3.6729, 2.7797, 2.3377], [5.8071, 5.4407, -0.6975], [1.6553, -0.7137, -0.8905], [3.3772, -0.6911, -1.4304], [-3.1779, 0.5530, 0.5448], [-5.9736, -0.4916, 2.1882], [3.7927, -0.1992, 1.6357], [2.5906, 1.1343, -1.0715], [7.6276, 6.0522, 4.7929], [2.5042, 2.3309, -2.3840], [5.8314, -7.7493, -3.4829], [-8.9350, 1.7684, 1.5706], [3.3942, -7.2238, -3.1727], [6.2361, 7.9647, 3.9495], [6.1129, 4.5120, -0.2196], [4.1836, -7.6039, -1.6315], [3.2986, 0.2882, 3.5340], [-10.6497, -7.5754, 1.5078], [4.1419, -6.8879, -2.4532], [2.2362, -1.0829, -3.4453], [1.6536, 1.7952, 3.9244], [2.7275, 0.9354, -3.5087], [5.4984, -6.7802, -3.1144], [5.1361, 1.7953, 2.3052], [2.3134, 0.7502, 1.7505], [7.6834, 6.3850, 3.7575], [-9.9836, -0.4541, 2.0041], [7.8498, 6.0387, 1.1211], [-0.0535, 3.8322, -1.5413], [-6.1302, -3.7570, 4.0501], [5.5445, -4.1215, -2.9449], [-11.0038, 0.8336, 2.6612], [-9.9787, -0.1275, 3.7414], [-5.3425, -1.3348, 1.2164]], "charge": -1, "e_tot_ha": -3402.215850, "homo_lumo_gap_ev": 6.72, "e_homo_ev": -4.90}